The following is a quantum chemistry calculation of a cluster of 12 separate species, C48H96O16 in total, from the Open Molecules 2025 dataset.

Last columns: bonded neighbours and bond lengths (Å).
Geometry (Å):
1 O -3.720 -18.515 1.763  C22 1.429, C55 1.434
2 O -5.677 -21.426 6.549  C49 1.241
3 O -3.810 -18.576 9.096  C18 1.435, C19 1.425
4 O -7.792 -20.798 6.085  C44 1.420, C49 1.326
5 O -7.517 -26.311 1.351  C43 1.434, C48 1.443
6 O -6.253 -26.435 8.632  C17 1.455, C27 1.435
7 O -6.568 -21.534 4.503  C49 1.263, C63 1.442
8 O -8.233 -21.043 10.811  C35 1.407, C59 1.407
9 O -1.700 -23.412 7.644  C38 1.381, C56 1.439
10 O -12.022 -20.283 2.851  C41 1.474, C62 1.474
11 O -12.370 -18.686 11.480  C23 1.402, C46 1.360
12 O -6.496 -16.603 4.870  C30 1.407, C32 1.417
13 O -10.979 -16.874 11.654  C46 1.222
14 O -11.780 -17.666 9.623  C25 1.418, C46 1.366
15 O -3.980 -21.701 -2.552  C40 1.409, C53 1.431
16 O -8.406 -21.204 -0.208  C26 1.432, C58 1.400
17 C -6.356 -25.194 7.882  O6 1.455, C34 1.537, H119 1.090, H144 1.090
18 C -3.723 -19.161 7.790  O3 1.435, C64 1.554, H130 1.090, H143 1.090
19 C -3.465 -17.193 9.082  O3 1.425, C39 1.532, H106 1.090, H136 1.090
20 C -1.269 -24.804 5.874  C33 1.563, C38 1.482, H80 1.090, H82 1.090
21 C -7.504 -25.011 9.949  C27 1.530, C34 1.509, H66 1.090, H89 1.090
22 C -4.020 -18.759 3.139  O1 1.429, C31 1.522, H125 1.090, H159 1.090
23 C -12.459 -18.993 12.845  O11 1.402, C54 1.551, H67 1.090, H92 1.090
24 C -8.916 -20.309 12.900  C35 1.511, C50 1.463, H100 1.090, H129 1.090
25 C -11.191 -16.599 8.899  O14 1.418, H71 1.090, H113 1.090, H137 1.090
26 C -7.702 -20.660 -1.329  O16 1.432, C52 1.539, H90 1.090, H142 1.090
27 C -6.983 -26.448 9.868  O6 1.435, C21 1.530, H76 1.090, H81 1.090
28 C -9.379 -19.740 7.595  C44 1.512, H121 1.090, H147 1.090, H157 1.090
29 C -1.644 -19.030 2.806  C31 1.556, C55 1.538, H91 1.090, H128 1.090
30 C -6.872 -17.294 6.037  O12 1.407, C47 1.525, H101 1.090, H103 1.090
31 C -2.864 -19.668 3.531  C22 1.522, C29 1.556, H69 1.090, H149 1.090
32 C -7.499 -15.664 4.524  O12 1.417, C60 1.551, H112 1.090, H124 1.090
33 C -2.801 -24.501 5.923  C20 1.563, C56 1.511, H132 1.090, H135 1.090
34 C -6.623 -24.204 9.027  C17 1.537, C21 1.509, H74 1.090, H152 1.090
35 C -9.343 -20.472 11.459  O8 1.407, C24 1.511, H73 1.090, H79 1.090
36 C -6.157 -25.860 3.165  C43 1.493, C61 1.522, H86 1.090, H105 1.090
37 C -3.409 -22.921 -0.653  C40 1.518, C45 1.552, H115 1.090, H146 1.090
38 C -0.719 -24.234 7.126  O9 1.381, C20 1.482, H84 1.090, H158 1.090
39 C -2.302 -17.174 8.085  C19 1.532, C64 1.487, H78 1.090, H108 1.090
40 C -3.637 -23.008 -2.152  O15 1.409, C37 1.518, H77 1.090, H153 1.090
41 C -11.475 -20.318 4.219  O10 1.474, C42 1.504, H87 1.090, H96 1.090
42 C -10.656 -21.580 4.239  C41 1.504, C51 1.520, H122 1.090, H154 1.090
43 C -6.147 -26.053 1.685  O5 1.434, C36 1.493, H70 1.090, H126 1.090
44 C -8.041 -20.428 7.433  O4 1.420, C28 1.512, H98 1.090, H102 1.090
45 C -4.071 -21.591 -0.205  C37 1.552, C53 1.528, H140 1.090, H148 1.090
46 C -11.649 -17.645 10.983  O11 1.360, O13 1.222, O14 1.366
47 C -8.219 -16.684 6.410  C30 1.525, C60 1.506, H133 1.090, H134 1.090
48 C -8.437 -25.789 2.332  O5 1.443, C61 1.494, H75 1.090, H109 1.090
49 C -6.610 -21.291 5.742  O2 1.241, O4 1.326, O7 1.263
50 C -7.729 -21.151 13.052  C24 1.463, C59 1.538, H72 1.090, H141 1.090
51 C -11.374 -22.481 3.248  C42 1.520, C62 1.517, H116 1.090, H117 1.090
52 C -7.434 -19.241 -0.796  C26 1.539, C57 1.482, H99 1.090, H138 1.090
53 C -3.851 -20.769 -1.474  O15 1.431, C45 1.528, H85 1.090, H118 1.090
54 C -13.493 -20.130 13.055  C23 1.551, H83 1.090, H97 1.090, H150 1.090
55 C -2.322 -18.657 1.477  O1 1.434, C29 1.538, H65 1.090, H110 1.090
56 C -2.834 -23.253 6.774  O9 1.439, C33 1.511, H88 1.090, H104 1.090
57 C -7.107 -19.461 0.633  C52 1.482, C58 1.546, H95 1.090, H151 1.090
58 C -7.803 -20.795 0.987  O16 1.400, C57 1.546, H111 1.090, H139 1.090
59 C -7.110 -20.975 11.655  O8 1.407, C50 1.538, H120 1.090, H131 1.090
60 C -8.243 -15.292 5.834  C32 1.551, C47 1.506, H107 1.090, H156 1.090
61 C -7.478 -25.109 3.254  C36 1.522, C48 1.494, H123 1.090, H155 1.090
62 C -11.632 -21.502 2.119  O10 1.474, C51 1.517, H93 1.090, H94 1.090
63 C -5.427 -22.227 3.958  O7 1.442, H114 1.090, H127 1.090, H145 1.090
64 C -2.634 -18.266 7.133  C18 1.554, C39 1.487, H68 1.090, H160 1.090
65 H -1.830 -17.771 1.075  C55 1.090
66 H -8.506 -24.915 9.531  C21 1.090
67 H -12.736 -18.068 13.350  C23 1.090
68 H -1.692 -18.769 6.917  C64 1.090
69 H -2.986 -20.724 3.291  C31 1.090
70 H -5.668 -25.210 1.186  C43 1.090
71 H -11.445 -16.647 7.840  C25 1.090
72 H -7.093 -20.838 13.880  C50 1.090
73 H -9.426 -19.479 11.018  C35 1.090
74 H -5.693 -23.913 9.514  C34 1.090
75 H -9.017 -26.563 2.834  C48 1.090
76 H -6.383 -26.703 10.742  C27 1.090
77 H -2.720 -23.368 -2.618  C40 1.090
78 H -2.350 -16.200 7.598  C39 1.090
79 H -10.220 -21.106 11.327  C35 1.090
80 H -0.854 -24.289 5.007  C20 1.090
81 H -7.839 -27.119 9.799  C27 1.090
82 H -0.945 -25.835 5.739  C20 1.090
83 H -14.456 -19.637 13.183  C54 1.090
84 H 0.224 -23.743 6.882  C38 1.090
85 H -2.858 -20.321 -1.472  C53 1.090
86 H -6.137 -26.829 3.663  C36 1.090
87 H -10.870 -19.472 4.548  C41 1.090
88 H -2.670 -22.345 6.194  C56 1.090
89 H -7.525 -24.666 10.983  C21 1.090
90 H -8.358 -20.669 -2.200  C26 1.090
91 H -0.673 -19.526 2.799  C29 1.090
92 H -11.414 -19.156 13.109  C23 1.090
93 H -12.417 -21.782 1.416  C62 1.090
94 H -10.725 -21.307 1.548  C62 1.090
95 H -7.528 -18.683 1.271  C57 1.090
96 H -12.345 -20.462 4.859  C41 1.090
97 H -13.463 -20.772 12.175  C54 1.090
98 H -7.269 -19.723 7.742  C44 1.090
99 H -6.728 -18.658 -1.388  C52 1.090
100 H -9.747 -20.607 13.538  C24 1.090
101 H -6.846 -18.364 5.833  C30 1.090
102 H -7.925 -21.194 8.199  C44 1.090
103 H -6.172 -17.042 6.834  C30 1.090
104 H -3.757 -23.220 7.354  C56 1.090
105 H -5.325 -25.251 3.520  C36 1.090
106 H -4.274 -16.511 8.823  C19 1.090
107 H -9.252 -14.998 5.547  C60 1.090
108 H -1.298 -17.188 8.509  C39 1.090
109 H -8.956 -24.970 1.834  C48 1.090
110 H -2.201 -19.487 0.781  C55 1.090
111 H -8.477 -20.849 1.842  C58 1.090
112 H -8.155 -16.162 3.810  C32 1.090
113 H -11.487 -15.606 9.239  C25 1.090
114 H -5.415 -23.185 4.478  C63 1.090
115 H -3.806 -23.753 -0.073  C37 1.090
116 H -10.808 -23.382 3.008  C51 1.090
117 H -12.330 -22.653 3.744  C51 1.090
118 H -4.520 -19.915 -1.579  C53 1.090
119 H -5.474 -24.947 7.292  C17 1.090
120 H -6.394 -21.775 11.467  C59 1.090
121 H -9.281 -18.813 8.160  C28 1.090
122 H -9.604 -21.416 4.003  C42 1.090
123 H -7.390 -24.070 2.937  C61 1.090
124 H -6.976 -14.805 4.104  C32 1.090
125 H -4.928 -19.291 3.421  C22 1.090
126 H -5.471 -26.878 1.462  C43 1.090
127 H -5.438 -22.335 2.873  C63 1.090
128 H -1.366 -18.098 3.299  C29 1.090
129 H -8.696 -19.267 13.134  C24 1.090
130 H -4.715 -19.132 7.339  C18 1.090
131 H -6.558 -20.039 11.568  C59 1.090
132 H -3.340 -24.303 4.996  C33 1.090
133 H -8.356 -16.620 7.489  C47 1.090
134 H -9.030 -17.245 5.945  C47 1.090
135 H -3.316 -25.375 6.323  C33 1.090
136 H -3.075 -16.929 10.065  C19 1.090
137 H -10.125 -16.723 9.088  C25 1.090
138 H -8.376 -18.698 -0.870  C52 1.090
139 H -7.031 -21.533 1.206  C58 1.090
140 H -5.114 -21.669 0.103  C45 1.090
141 H -8.060 -22.185 13.153  C50 1.090
142 H -6.785 -21.221 -1.510  C26 1.090
143 H -3.385 -20.181 7.973  C18 1.090
144 H -7.223 -25.284 7.227  C17 1.090
145 H -4.464 -21.814 4.260  C63 1.090
146 H -2.382 -22.741 -0.335  C37 1.090
147 H -9.832 -19.501 6.633  C28 1.090
148 H -3.579 -21.119 0.646  C45 1.090
149 H -2.760 -19.580 4.613  C31 1.090
150 H -13.363 -20.672 13.992  C54 1.090
151 H -6.040 -19.354 0.832  C57 1.090
152 H -7.190 -23.326 8.715  C34 1.090
153 H -4.377 -23.789 -2.328  C40 1.090
154 H -10.607 -22.048 5.223  C42 1.090
155 H -7.887 -25.043 4.263  C61 1.090
156 H -7.789 -14.639 6.580  C60 1.090
157 H -10.038 -20.447 8.100  C28 1.090
158 H -0.417 -25.001 7.839  C38 1.090
159 H -3.951 -17.784 3.623  C22 1.090
160 H -2.979 -17.875 6.176  C64 1.090

Properties
multiplicity: 1
largest force on an atom: 5.342 eV/Å
energy above the lowest of the compared OMol25 structures with the same formula, charge and spin: 770.64 kJ/mol
HOMO level: -9.47 eV
SMILES: CCOC(=O)OC.CCOC(=O)OC.C1CCOC1.C1CCOC1.C1CCOC1.C1CCOC1.C1CCOC1.C1CCOC1.C1CCOC1.C1CCOC1.C1CCOC1.C1CCOC1
lowest unoccupied orbital energy: 0.419 eV
Kohn-Sham gap: 9.892 eV
charge: 0

Results of the Löwdin charge analysis, in e, for atoms 1 through 4: -0.151, 0.088, -0.158, 0.035